Entry 1:
Entry from the Open Molecules 2025 dataset: 9 unconnected molecules or ions with the total composition C16H48N17O8 (ωB97M-V with the def2-TZVPD basis set).

Atoms and positions in Å:
C1 4.156 -0.346 0.506
C2 3.371 0.164 1.721
C3 2.061 0.861 1.358
C4 2.320 2.210 0.652
C5 1.075 -0.019 0.507
C6 -0.245 0.172 1.171
N1 -0.506 -0.773 1.997
C7 0.529 -1.832 1.994
C8 1.161 -1.547 0.631
H1 4.847 0.418 0.157
H2 4.764 -1.205 0.783
H3 3.536 -0.606 -0.348
H4 3.225 -0.604 2.480
H5 3.989 0.919 2.211
H6 1.538 1.107 2.289
H7 2.302 2.116 -0.431
H8 1.551 2.923 0.948
H9 3.276 2.616 0.973
H10 1.027 0.377 -0.502
H11 -0.898 1.020 0.999
H12 -1.353 -0.807 2.568
H13 0.041 -2.803 2.008
H14 1.186 -1.728 2.853
H15 0.446 -1.954 -0.089
H16 2.111 -2.017 0.409
C9 -1.559 1.731 -2.298
O1 -1.158 1.982 -1.143
N2 -2.116 2.664 -3.078
N3 -1.442 0.485 -2.838
H17 -2.557 2.440 -3.955
H18 -2.084 3.624 -2.757
H19 -1.103 -0.252 -2.252
H20 -1.734 0.287 -3.779
C10 0.154 5.379 -2.004
O2 -0.972 5.340 -2.484
N4 0.865 6.543 -1.960
N5 0.771 4.281 -1.476
H21 1.788 6.612 -1.576
H22 0.428 7.364 -2.334
H23 0.272 3.399 -1.500
H24 1.689 4.328 -1.078
C11 6.040 -0.714 -2.986
O3 5.904 0.348 -2.403
N6 6.718 -1.768 -2.434
N7 5.532 -0.932 -4.237
H25 6.858 -2.642 -2.902
H26 7.125 -1.627 -1.529
H27 5.046 -0.173 -4.673
H28 5.647 -1.792 -4.739
C12 -4.278 -0.262 -4.921
O4 -3.708 0.821 -4.834
N8 -4.549 -0.841 -6.121
N9 -4.677 -0.951 -3.813
H29 -5.020 -1.721 -6.217
H30 -4.284 -0.340 -6.949
H31 -4.506 -0.523 -2.922
H32 -5.160 -1.828 -3.854
C13 -3.960 -2.211 3.273
O5 -3.334 -1.183 3.002
N10 -3.375 -3.387 3.583
N11 -5.329 -2.197 3.295
H33 -3.901 -4.185 3.922
H34 -2.374 -3.416 3.614
H35 -5.782 -1.325 3.097
H36 -5.885 -3.020 3.458
C14 -5.470 -4.563 6.200
O6 -5.274 -5.041 5.082
N12 -5.623 -3.217 6.369
N13 -5.563 -5.339 7.308
H37 -5.812 -2.765 7.242
H38 -5.546 -2.689 5.513
H39 -5.464 -6.330 7.189
H40 -5.733 -4.972 8.224
C15 0.340 0.944 -7.015
O7 0.416 0.081 -7.868
N14 -0.740 1.040 -6.173
N15 1.317 1.882 -6.820
H41 -0.829 1.744 -5.464
H42 -1.488 0.387 -6.312
H43 2.113 1.846 -7.427
H44 1.261 2.605 -6.128
C16 3.738 0.445 6.096
O8 4.695 -0.111 6.589
N16 2.915 -0.198 5.194
N17 3.397 1.738 6.382
H45 2.115 0.231 4.770
H46 3.147 -1.149 4.980
H47 3.979 2.229 7.035
H48 2.605 2.207 5.987

Summary:
* LUMO level: -2.797 eV
* E_HOMO: -11.5 eV
* max |F|: 0.63 eV Å⁻¹
* charge: +1

Atom charges from the Löwdin analysis, given in e for atoms 1 to 6:
1. C -0.082
2. C -0.219
3. C -0.314
4. C -0.045
5. C -0.220
6. C 0.035

---

Entry 2:
Entry from the Open Molecules 2025 dataset: a molecular structure, C13H28GaO3 in a non-equilibrium geometry (ωB97M-V with the def2-TZVPD basis set).

Atoms and positions in Å:
C1 -0.921 5.595 -2.418
O1 -2.272 5.015 -2.483
C2 -2.508 4.020 -1.425
C3 -2.407 2.451 -1.975
C4 -1.111 2.187 -2.945
C5 -1.201 0.780 -3.820
C6 -1.029 -0.576 -2.876
C7 0.548 -0.630 -2.411
C8 0.739 -0.883 -0.773
Ga1 1.715 -2.705 -0.582
C9 2.504 -3.021 1.314
C10 1.512 -3.866 2.324
C11 1.382 -3.120 3.816
O2 0.122 -2.371 3.820
C12 -0.129 -1.661 5.077
C13 0.909 -1.371 6.302
O3 -1.378 -1.133 5.217
H1 -0.367 5.593 -3.475
H2 -0.199 5.078 -1.655
H3 -0.999 6.737 -2.099
H4 -3.605 4.235 -1.009
H5 -1.781 4.123 -0.494
H6 -2.434 1.733 -1.032
H7 -3.380 2.235 -2.620
H8 -1.057 3.067 -3.749
H9 -0.097 2.248 -2.331
H10 -0.276 0.784 -4.573
H11 -2.237 0.731 -4.374
H12 -1.798 -0.608 -1.990
H13 -1.248 -1.525 -3.564
H14 1.110 0.335 -2.788
H15 1.038 -1.539 -2.993
H16 -0.304 -0.853 -0.218
H17 1.419 0.016 -0.399
H18 0.729 -3.870 -1.089
H19 2.988 -2.636 -1.597
H20 3.492 -3.664 1.171
H21 2.846 -2.005 1.797
H22 0.464 -3.995 1.817
H23 1.993 -4.941 2.509
H24 2.251 -2.312 3.923
H25 1.523 -3.880 4.695
H26 1.997 -1.769 6.164
H27 1.012 -0.203 6.519
H28 0.444 -1.825 7.292

Summary:
* LUMO level: 2.778 eV
* E_HOMO: -4.6 eV
* max |F|: 8.57 eV Å⁻¹
* energy above the lowest of the compared OMol25 structures with the same formula, charge and spin: 122.5 kcal/mol
* charge: -1

Atom charges from the natural (NBO) analysis, given in e for atoms 1 to 6:
1. C -0.276
2. O -0.573
3. C -0.071
4. C -0.439
5. C -0.428
6. C -0.403

---

Entry 3:
Entry from the Open Molecules 2025 dataset: 4 unconnected molecules or ions with the total composition C4H16NO2 in a non-equilibrium geometry (ωB97M-V with the def2-TZVPD basis set).

Atoms and positions in Å:
C1 1.014 -1.068 -0.956
C2 -0.019 0.099 -1.062
C3 0.528 1.310 -1.797
C4 -1.289 -0.429 -1.659
N1 0.799 -1.894 0.182
H1 0.976 -1.681 -1.847
H2 2.008 -0.591 -0.814
H3 -0.223 0.396 -0.010
H4 1.585 1.498 -1.631
H5 0.352 1.239 -2.862
H6 -0.011 2.207 -1.507
H7 -1.151 -0.768 -2.705
H8 -2.206 0.155 -1.674
H9 -1.549 -1.377 -1.151
H10 -2.073 6.076 4.222
H11 0.755 -1.288 1.091
H12 1.479 -2.643 0.236
H13 -2.169 0.263 2.178
H14 -1.387 5.895 3.997
O1 -1.436 0.760 1.800
H15 1.237 -0.011 2.761
H16 -0.614 0.239 1.982
O2 0.895 -0.239 1.868

Summary:
* LUMO level: -10.140 eV
* E_HOMO: -14.9 eV
* max |F|: 2.54 eV Å⁻¹
* energy above the lowest of the compared OMol25 structures with the same formula, charge and spin: 209.6 kcal/mol
* charge: +1

Atom charges from the natural (NBO) analysis, given in e for atoms 1 to 6:
1. C -0.287
2. C -0.222
3. C -0.620
4. C -0.616
5. N -0.231
6. H 0.263

---

Entry 4:
Entry from the Open Molecules 2025 dataset: a molecular structure, C43H33CaN8OSSe in a non-equilibrium geometry (ωB97M-V with the def2-TZVPD basis set).

Atoms and positions in Å:
Ca1 -0.621 -0.019 0.470
C1 -5.385 4.091 2.303
C2 -4.413 4.575 3.194
C3 -3.081 4.235 3.053
C4 -2.724 3.390 2.003
C5 -1.461 2.819 1.570
N1 -1.692 2.026 0.492
C6 -2.991 2.062 0.163
N2 -3.571 1.490 -0.914
C7 -2.984 0.642 -1.712
C8 -3.570 0.180 -2.984
C9 -4.757 0.475 -3.631
C10 -4.985 -0.122 -4.864
C11 -4.053 -0.996 -5.425
C12 -2.862 -1.286 -4.772
C13 -2.633 -0.680 -3.551
C14 -1.490 -0.709 -2.616
N3 -0.359 -1.365 -2.899
C15 0.756 -1.213 -2.217
N4 0.992 -0.451 -1.127
C16 2.329 -0.389 -0.887
N5 2.971 0.379 -0.041
C17 2.373 1.298 0.744
N6 1.071 1.476 0.955
C18 0.871 2.573 1.759
N7 -0.275 3.111 2.108
C19 2.179 3.105 2.139
C20 2.574 4.182 2.922
C21 3.931 4.427 3.055
C22 4.880 3.625 2.410
C23 4.489 2.560 1.615
C24 3.130 2.306 1.491
C25 3.022 -1.280 -1.842
C26 4.354 -1.605 -2.021
C27 4.672 -2.484 -3.049
C28 3.681 -3.008 -3.879
C29 2.346 -2.665 -3.706
C30 2.034 -1.801 -2.673
N8 -1.752 0.055 -1.561
C31 -3.697 2.910 1.109
C32 -5.038 3.260 1.255
H1 -6.420 4.377 2.443
H2 -4.717 5.229 4.003
H3 -2.327 4.610 3.734
H4 -5.475 1.152 -3.186
H5 -5.905 0.086 -5.398
H6 -4.268 -1.458 -6.381
H7 -2.132 -1.963 -5.196
H8 1.835 4.806 3.409
H9 4.268 5.256 3.666
H10 5.933 3.848 2.531
H11 5.211 1.938 1.102
H12 5.115 -1.184 -1.376
H13 5.705 -2.768 -3.211
H14 3.960 -3.692 -4.672
H15 1.566 -3.057 -4.347
H16 -5.778 2.882 0.561
C33 -5.860 -3.753 -4.190
C34 -4.930 -3.487 -3.036
C35 -3.673 -4.072 -2.966
C36 -2.797 -3.819 -1.917
C37 -1.456 -4.499 -1.921
C38 -3.180 -2.944 -0.879
Se1 -1.984 -2.684 0.601
C39 -4.446 -2.349 -0.940
C40 -4.947 -1.416 0.127
C41 -5.292 -2.629 -2.011
H17 -5.412 -4.450 -4.900
H18 -6.086 -2.828 -4.725
H19 -6.807 -4.179 -3.850
H20 -3.356 -4.743 -3.761
H21 -1.347 -5.123 -2.811
H22 -1.329 -5.117 -1.030
H23 -0.651 -3.764 -1.903
H24 -4.114 -0.929 0.626
H25 -5.521 -1.964 0.882
H26 -5.589 -0.644 -0.303
H27 -6.262 -2.138 -2.046
C42 -3.391 -0.621 3.547
S1 -1.680 -0.840 4.025
C43 -1.547 0.596 5.102
O1 -0.855 -0.465 2.843
H28 -4.020 -0.723 4.432
H29 -3.603 -1.409 2.823
H30 -3.512 0.362 3.088
H31 -2.142 0.446 6.003
H32 -1.876 1.476 4.546
H33 -0.494 0.693 5.357

Summary:
* LUMO level (spin up / spin down): 1.307 / 1.306 eV
* E_HOMO (spin up / spin down): -3.7 / -3.7 eV
* max |F|: 1.29 eV Å⁻¹
* energy above the lowest of the compared OMol25 structures with the same formula, charge and spin: 8.6 kcal/mol
* charge: -1

Atom charges from the Löwdin analysis, given in e for atoms 1 to 6:
1. Ca 1.166
2. C -0.104
3. C -0.106
4. C -0.038
5. C -0.123
6. C -0.314

---

Entry 5:
Entry from the Open Molecules 2025 dataset: a gas-phase ion, C33H37NP (charge +1) in a non-equilibrium geometry (ωB97M-V with the def2-TZVPD basis set).

Atoms and positions in Å:
C1 4.674 2.940 3.389
C2 3.546 2.452 2.535
C3 3.814 1.736 1.367
C4 2.799 1.174 0.600
C5 1.452 1.328 0.978
P1 0.205 0.338 0.062
C6 0.370 -1.265 0.937
C7 -0.503 -2.311 0.584
C8 -0.555 -3.484 1.338
C9 0.250 -3.636 2.477
C10 0.082 -4.840 3.358
C11 1.160 -2.633 2.804
C12 1.227 -1.465 2.055
C13 -1.309 0.992 0.955
C14 -1.835 2.249 0.583
C15 -2.838 2.880 1.321
C16 -3.327 2.319 2.500
C17 -4.298 3.098 3.338
C18 -2.837 1.071 2.895
C19 -1.858 0.413 2.139
C20 1.178 2.102 2.141
C21 2.214 2.638 2.896
H1 4.309 3.498 4.254
H2 5.289 2.118 3.775
H3 5.341 3.583 2.806
H4 4.849 1.581 1.076
H5 3.038 0.606 -0.302
H6 -1.148 -2.212 -0.292
H7 -1.254 -4.280 1.075
H8 0.791 -4.818 4.192
H9 -0.922 -4.898 3.798
H10 0.229 -5.764 2.788
H11 1.787 -2.773 3.696
H12 1.944 -0.699 2.359
H13 -1.465 2.746 -0.311
H14 -3.222 3.850 0.997
H15 -4.624 2.526 4.208
H16 -3.877 4.037 3.719
H17 -5.175 3.374 2.743
H18 -3.219 0.651 3.831
H19 -1.527 -0.564 2.503
H20 0.149 2.284 2.477
H21 2.006 3.186 3.818
C22 1.193 -3.290 -4.346
C23 1.648 -3.199 -2.886
C24 1.654 -1.762 -2.321
N1 0.389 -1.064 -2.558
C25 0.340 0.284 -1.789
C26 -0.860 1.043 -2.353
C27 -2.001 0.286 -2.592
C28 -3.103 0.857 -3.228
C29 -3.101 2.232 -3.459
C30 -2.014 3.020 -3.117
C31 -0.878 2.427 -2.547
C32 0.201 -1.015 -4.029
C33 -0.020 -2.400 -4.596
H22 1.992 -2.857 -4.949
H23 1.030 -4.324 -4.670
H24 1.059 -3.882 -2.257
H25 2.680 -3.540 -2.797
H26 1.873 -1.722 -1.233
H27 2.459 -1.235 -2.875
H28 1.204 0.878 -2.114
H29 -1.979 -0.743 -2.299
H30 -3.933 0.234 -3.512
H31 -3.979 2.721 -3.856
H32 -2.019 4.100 -3.227
H33 -0.060 3.009 -2.130
H34 -0.634 -0.398 -4.320
H35 1.079 -0.596 -4.537
H36 -0.209 -2.319 -5.664
H37 -0.920 -2.874 -4.204

Summary:
* LUMO level: -2.403 eV
* E_HOMO: -11.6 eV
* max |F|: 3.74 eV Å⁻¹
* charge: +1

Atom charges from the Löwdin analysis, given in e for atoms 1 to 6:
1. C -0.039
2. C -0.261
3. C -0.030
4. C -0.083
5. C -0.301
6. P 1.221

---

Entry 6:
Entry from the Open Molecules 2025 dataset: a single C4H8O2 molecule in a non-equilibrium geometry (ωB97M-V with the def2-TZVPD basis set).

Atoms and positions in Å:
C1 0.546 1.407 -0.941
C2 -0.021 0.050 -0.634
C3 -1.050 -0.058 0.495
C4 -0.078 -1.041 1.152
O1 -0.232 -2.366 0.827
O2 0.965 -0.703 0.123
H1 1.399 1.316 -1.621
H2 -0.214 2.045 -1.397
H3 0.897 1.868 -0.012
H4 -0.321 -0.480 -1.551
H5 -2.023 -0.480 0.241
H6 -1.163 0.876 1.050
H7 0.248 -0.852 2.185
H8 0.457 -2.156 0.082

Summary:
* LUMO level: 1.063 eV
* E_HOMO: -10.2 eV
* max |F|: 2.60 eV Å⁻¹
* SMILES string: C[C@@H]1C[C@@H](O)O1
* energy above the lowest of the compared OMol25 structures with the same formula, charge and spin: 52.8 kcal/mol
* charge: 0

Atom charges from the natural (NBO) analysis, given in e for atoms 1 to 6:
1. C -0.624
2. C 0.098
3. C -0.481
4. C 0.380
5. O -0.735
6. O -0.564

---

- Which value of max |F| does entry 5 give?
  3.74 eV Å⁻¹

---

- Number 5 is which compound?
  C33H37NP